Record 1
# C3HBr3O2

C3HBr3O2 as an isolated structure in a non-equilibrium geometry (ωB97M-V/def2-TZVPD, the Open Molecules 2025 dataset).

Values from the calculation:
E_LUMO	-0.54	eV
energy relative to the best compared isomer or geometry (same formula, charge and spin)	29.1	kcal per mole
total energy	-217346.8006	eV

Structure (XYZ):
```
9
C3HBr3O2, DFT ωB97M-V/def2-TZVPD
C -0.524 -1.173 -1.153
C 0.820 0.257 0.074
C -0.156 0.747 1.184
O -1.132 -0.269 -1.559
O 0.631 -0.957 -0.394
Br 1.571 1.527 -1.094
Br 0.169 2.500 1.760
Br -0.707 -0.444 2.423
H -0.673 -2.189 -1.241
```

Löwdin atomic charge list, values in e, 2 entries: number 1, C, carries -0.29; number 2, C, carries -0.84


Record 2
# C3H6NP

A 2-piece molecular cluster, C3H6NP overall in a non-equilibrium geometry (ωB97M-V/def2-TZVPD, the Open Molecules 2025 dataset).

Values from the calculation:
E_LUMO	-0.56	eV
energy relative to the best compared isomer or geometry (same formula, charge and spin)	31.3	kcal per mole
total energy	-13984.4698	eV

Structure (XYZ):
```
11
C3H6NP, DFT ωB97M-V/def2-TZVPD
C 1.852 0.639 0.354
C -0.579 0.904 -1.276
C -0.335 -0.524 -0.771
N 2.503 1.522 0.695
P 1.030 -0.901 0.123
H -1.317 1.351 -0.533
H 0.370 1.446 -1.582
H -1.173 0.718 -2.188
H -0.622 -1.672 2.766
H -0.933 -1.413 -0.987
H -0.796 -2.071 3.400
```

Löwdin atomic charge list, values in e, 2 entries: number 1, C, carries -0.56; number 2, C, carries -0.18


Record 3
# C49H99BrFN3O18PS

A 7-piece molecular cluster, C49H99BrFN3O18PS overall in a non-equilibrium geometry (ωB97M-V/def2-TZVPD, the Open Molecules 2025 dataset).

Values from the calculation:
E_LUMO	-2.12	eV
total charge	+1
total energy	-186622.6204	eV

Structure (XYZ):
```
173
C49H99BrFN3O18PS, DFT ωB97M-V/def2-TZVPD
C -1.471 -0.888 3.387
C -0.691 -1.818 2.478
O -0.827 -1.388 1.138
C 0.256 -1.743 0.319
C 0.018 -1.163 -1.066
O -0.600 0.110 -0.970
C -0.284 0.967 -2.030
C -1.388 1.976 -2.256
N -1.888 2.731 -1.064
C -0.857 3.414 -0.186
C -0.463 2.719 1.116
C 1.019 3.009 1.414
C 1.834 1.761 1.145
C 3.355 1.942 1.200
C 4.102 0.688 1.699
C 4.990 0.086 0.609
C 4.159 -0.906 -0.195
O 5.027 -1.894 -0.774
C 4.511 -3.058 -1.194
C 3.025 -3.165 -1.397
O 5.262 -3.993 -1.420
C -3.090 2.055 -0.455
F -2.748 1.097 0.424
C -3.925 3.157 0.203
S -4.902 2.719 1.641
C -6.571 2.543 0.978
C -7.369 1.617 1.905
C -3.725 1.372 -1.720
P -4.482 -0.251 -1.310
N -5.346 -0.114 -0.047
O -3.278 -1.278 -1.168
O -5.307 -0.672 -2.597
C -2.729 1.571 -2.940
Br -2.401 0.023 -4.060
C -3.149 2.743 -3.852
C -4.146 2.517 -4.983
C -5.484 1.860 -4.638
N -6.530 2.453 -5.491
H -0.834 -0.160 3.877
H -1.981 -1.450 4.167
H -2.234 -0.357 2.822
H 0.365 -1.827 2.770
H -1.043 -2.847 2.597
H 1.184 -1.354 0.746
H 0.296 -2.834 0.225
H -0.655 -1.825 -1.614
H 0.982 -1.080 -1.572
H -0.111 0.427 -2.958
H 0.640 1.515 -1.810
H -0.884 2.756 -2.827
H -2.352 3.512 -1.534
H -1.194 4.424 0.030
H 0.018 3.518 -0.825
H -1.067 3.139 1.917
H -0.614 1.647 1.087
H 1.151 3.301 2.452
H 1.360 3.849 0.803
H 1.492 0.962 1.800
H 1.601 1.444 0.123
H 3.677 2.148 0.182
H 3.595 2.788 1.839
H 4.730 0.976 2.540
H 3.417 -0.070 2.075
H 5.847 -0.447 1.012
H 5.322 0.876 -0.059
H 3.665 -0.398 -1.025
H 3.423 -1.389 0.445
H 2.862 -3.895 -2.182
H 2.592 -3.585 -0.489
H 2.558 -2.218 -1.647
H -4.545 3.642 -0.549
H -3.235 3.914 0.578
H -6.490 2.093 -0.006
H -7.056 3.511 0.888
H -6.747 1.223 2.704
H -8.223 2.130 2.333
H -7.724 0.756 1.346
H -4.607 1.960 -1.959
H -6.307 -0.373 -0.224
H -3.181 -1.829 -1.955
H -4.950 -1.448 -3.061
H -3.586 3.513 -3.202
H -2.252 3.178 -4.288
H -3.672 1.996 -5.811
H -4.396 3.505 -5.369
H -5.450 0.804 -4.882
H -5.732 2.006 -3.587
H -7.309 1.815 -5.577
H -6.892 3.292 -5.059
O 1.595 0.282 -3.756
C 1.620 -0.695 -4.460
O 2.724 -1.468 -4.426
C 2.765 -2.769 -5.030
C 3.101 -2.767 -6.505
C 0.503 -1.042 -5.412
H 1.826 -3.291 -4.834
H 3.540 -3.295 -4.474
H 2.345 -2.243 -7.089
H 3.173 -3.789 -6.875
H 4.055 -2.266 -6.670
H 0.652 -0.493 -6.337
H -0.437 -0.722 -4.970
H 0.422 -2.097 -5.648
O -4.412 -3.453 -3.258
C -3.514 -4.250 -3.127
O -2.325 -3.892 -3.621
C -1.102 -4.612 -3.386
C -0.913 -5.744 -4.370
C -3.710 -5.599 -2.502
H -1.056 -4.950 -2.350
H -0.320 -3.866 -3.514
H -1.696 -6.496 -4.274
H 0.048 -6.229 -4.204
H -0.942 -5.365 -5.391
H -4.079 -6.282 -3.267
H -4.464 -5.504 -1.726
H -2.809 -6.013 -2.057
O -0.057 2.855 4.355
C 0.053 3.494 5.371
O 1.269 3.934 5.709
C 1.499 4.841 6.802
C 1.638 4.127 8.126
C -1.120 3.734 6.289
H 0.725 5.609 6.823
H 2.431 5.340 6.546
H 0.721 3.602 8.401
H 1.877 4.834 8.919
H 2.438 3.389 8.076
H -1.228 2.867 6.940
H -2.015 3.822 5.679
H -1.035 4.627 6.901
O -0.729 -1.550 -8.090
C -1.632 -0.839 -8.439
O -2.263 -0.110 -7.497
C -3.229 0.899 -7.817
C -4.619 0.327 -7.993
C -2.115 -0.800 -9.868
H -2.907 1.473 -8.686
H -3.206 1.576 -6.966
H -4.666 -0.369 -8.830
H -5.337 1.127 -8.172
H -4.918 -0.216 -7.096
H -2.815 -1.622 -10.016
H -1.257 -0.954 -10.516
H -2.596 0.131 -10.156
O 3.251 3.572 11.051
C 2.392 3.133 11.763
O 1.437 3.975 12.205
C 0.280 3.529 12.920
C 0.541 3.395 14.405
C 2.399 1.696 12.233
H -0.107 2.606 12.486
H -0.466 4.301 12.740
H 1.297 2.639 14.615
H -0.375 3.116 14.926
H 0.899 4.341 14.809
H 3.047 1.624 13.106
H 2.819 1.086 11.439
H 1.420 1.300 12.486
O 12.001 -4.909 1.844
C 10.824 -5.013 1.653
O 10.367 -4.963 0.387
C 9.007 -5.250 0.041
C 8.105 -4.043 0.175
C 9.839 -5.124 2.797
H 8.640 -6.102 0.615
H 9.053 -5.566 -0.999
H 8.059 -3.693 1.208
H 7.093 -4.278 -0.161
H 8.484 -3.222 -0.433
H 9.610 -4.120 3.151
H 10.320 -5.676 3.599
H 8.911 -5.630 2.544
```

Löwdin atomic charge list, values in e, 2 entries: number 1, C, carries -0.05; number 2, C, carries -0.26


Record 4
# C3H3N

A 2-piece molecular cluster, C3H3N overall in a non-equilibrium geometry (ωB97M-V/def2-TZVPD, the Open Molecules 2025 dataset).

Values from the calculation:
E_LUMO	0.97	eV
energy relative to the best compared isomer or geometry (same formula, charge and spin)	51.8	kcal per mole
total energy	-4646.2760	eV

Structure (XYZ):
```
7
C3H3N, DFT ωB97M-V/def2-TZVPD
C -0.367 -0.864 -0.059
C -1.211 -1.646 0.230
C 2.729 0.046 -0.141
N 2.155 0.955 -0.459
H 0.508 -0.288 0.038
H -1.987 -2.335 0.416
H 3.238 -0.908 0.041
```

Löwdin atomic charge list, values in e, 2 entries: number 1, C, carries -0.01; number 2, C, carries 0.00


Record 5
# C13H15AuN2O5STe4

C13H15AuN2O5STe4 as an isolated structure in a non-equilibrium geometry (ωB97M-V/def2-TZVPD, the Open Molecules 2025 dataset).

Values from the calculation:
E_LUMO	-1.30	eV
energy relative to the best compared isomer or geometry (same formula, charge and spin)	0.0	kcal per mole
total energy	-70642.2325	eV

Structure (XYZ):
```
41
C13H15AuN2O5STe4, DFT ωB97M-V/def2-TZVPD
Au -1.818 0.801 1.287
O 1.002 -4.324 -3.108
C -0.316 -4.520 -2.628
C -0.700 -3.367 -1.745
C -1.735 -3.490 -0.832
C -2.086 -2.391 -0.068
N -1.466 -1.221 -0.152
C -0.449 -1.105 -1.004
C -0.049 -2.146 -1.833
C 0.252 0.200 -1.002
C 1.486 0.377 -1.613
C 2.112 1.613 -1.555
C 3.465 1.810 -2.193
O 3.603 1.130 -3.426
C 1.471 2.642 -0.883
C 0.248 2.391 -0.289
N -0.349 1.199 -0.356
H 1.257 -5.085 -3.636
H -0.402 -5.450 -2.058
H -1.027 -4.572 -3.462
H -2.271 -4.423 -0.708
H -2.900 -2.449 0.637
H 0.760 -2.031 -2.537
H 1.980 -0.439 -2.119
H 4.232 1.392 -1.538
H 3.672 2.880 -2.295
H 2.978 1.504 -4.056
H 1.914 3.626 -0.808
H -0.282 3.154 0.268
Te -5.148 -1.054 3.638
Te -5.635 -2.360 1.496
Te -2.665 -1.300 4.873
Te -3.199 1.052 3.630
C 0.980 3.792 3.941
S -0.407 2.727 3.570
O 0.122 1.403 3.271
O -1.242 2.691 4.781
O -1.124 3.355 2.465
H 1.015 3.947 5.015
H 0.834 4.737 3.426
H 1.890 3.304 3.602
```

Löwdin atomic charge list, values in e, 2 entries: number 1, Au, carries 0.50; number 2, O, carries -0.05


Record 6
# C20H27N7S4SbSc

C20H27N7S4SbSc as an isolated structure (ωB97M-V/def2-TZVPD, the Open Molecules 2025 dataset).

Values from the calculation:
expectation value of S²	0.752
E_LUMO (spin up / spin down)	-2.49 / -2.48	eV
energy relative to the best compared isomer or geometry (same formula, charge and spin)	2.9	kcal per mole
total charge	+1
spin multiplicity	2
total energy	-102188.2499	eV

Structure (XYZ):
```
60
C20H27N7S4SbSc, DFT ωB97M-V/def2-TZVPD
Sc -0.092 -0.315 -0.348
C -0.935 -0.067 2.909
C 0.556 -0.365 2.912
N 0.937 -1.189 1.749
C 0.655 -2.609 1.994
C -0.739 -2.962 1.556
C -1.420 -4.023 2.131
C -2.725 -4.271 1.737
C -3.308 -3.431 0.807
C -2.552 -2.397 0.271
C -3.158 -1.474 -0.749
N -2.481 -0.167 -0.816
C -3.116 0.867 0.014
C -2.785 0.615 1.475
N -1.332 0.533 1.627
N -1.281 -2.179 0.617
H -1.168 0.585 3.758
H -1.503 -0.990 3.042
H 0.821 -0.858 3.855
H 1.102 0.571 2.856
H 1.937 -1.092 1.617
H 0.780 -2.862 3.052
H 1.357 -3.218 1.428
H -0.939 -4.633 2.883
H -3.287 -5.088 2.171
H -4.336 -3.564 0.497
H -4.227 -1.354 -0.542
H -3.060 -1.956 -1.724
H -2.572 0.117 -1.781
H -4.204 0.885 -0.120
H -2.721 1.839 -0.288
H -3.216 -0.340 1.785
H -3.231 1.393 2.102
H -0.969 1.482 1.605
C 4.440 1.514 1.333
N 3.934 1.815 0.011
C 4.689 1.883 -1.147
C 3.844 2.074 -2.173
N 2.564 2.120 -1.637
C 2.627 1.962 -0.288
S 1.317 2.014 0.760
C 1.368 2.374 -2.345
C 1.360 3.455 -3.213
C 0.216 3.725 -3.936
C -0.860 2.869 -3.772
C -0.744 1.810 -2.894
N 0.335 1.552 -2.141
H 5.465 1.865 1.414
H 4.418 0.435 1.503
H 3.820 2.006 2.076
H 5.758 1.768 -1.141
H 4.031 2.161 -3.229
H 2.240 4.078 -3.299
H 0.165 4.571 -4.606
H -1.777 3.004 -4.330
H -1.544 1.097 -2.832
S 2.120 -3.069 -1.054
Sb 1.585 -2.008 -3.209
S -0.620 -1.550 -2.858
S 2.457 -1.006 -1.071
```

Löwdin atomic charge list, values in e, 2 entries: number 1, Sc, carries 0.36; number 2, C, carries -0.18


Record 7
# C7H8Cl2N2O

One molecule with the formula C7H8Cl2N2O in a non-equilibrium geometry (ωB97M-V/def2-TZVPD, the Open Molecules 2025 dataset).

Values from the calculation:
E_LUMO	0.65	eV
energy relative to the best compared isomer or geometry (same formula, charge and spin)	0.0	kcal per mole
total energy	-37459.8617	eV

Structure (XYZ):
```
20
C7H8Cl2N2O, DFT ωB97M-V/def2-TZVPD
C 0.858 2.474 0.261
C -0.561 2.458 0.317
C 1.257 1.217 -0.020
C -0.988 1.183 0.029
C -0.460 -1.756 0.344
C -0.402 -1.263 1.772
C 0.255 -1.150 -1.944
N 0.134 0.386 -0.085
N 0.096 -0.919 -0.535
O -0.692 -2.897 0.043
Cl 2.762 0.432 -0.281
Cl -2.618 0.576 -0.259
H 1.428 3.359 0.197
H -1.159 3.296 0.628
H -0.819 -0.289 1.989
H -0.826 -2.090 2.365
H 0.684 -1.256 1.937
H -0.187 -0.403 -2.608
H 1.321 -1.110 -2.091
H -0.084 -2.247 -2.058
```

Löwdin atomic charge list, values in e, 2 entries: number 1, C, carries -0.08; number 2, C, carries -0.08


Record 8
# C18H24N4O5S

One molecule with the formula C18H24N4O5S in a non-equilibrium geometry (ωB97M-V/def2-TZVPD, the Open Molecules 2025 dataset).

Values from the calculation:
E_LUMO	0.37	eV
energy relative to the best compared isomer or geometry (same formula, charge and spin)	52.3	kcal per mole
total energy	-46087.4856	eV

Structure (XYZ):
```
52
C18H24N4O5S, DFT ωB97M-V/def2-TZVPD
C 0.985 2.715 -3.917
H 0.018 2.979 -4.361
O 1.800 2.050 -4.860
C 1.281 0.821 -5.296
C 1.394 -0.235 -4.246
N 0.792 -0.292 -3.108
N 1.244 -1.384 -2.453
C 2.110 -1.946 -3.237
N 2.844 -3.075 -3.049
C 2.848 -3.900 -1.931
O 3.555 -4.871 -1.907
C 1.927 -3.440 -0.854
C 0.602 -3.859 -0.854
C -0.274 -3.348 0.087
C 0.188 -2.437 1.015
C 1.515 -2.058 1.060
C 2.394 -2.564 0.121
H 3.432 -2.269 0.126
H 1.832 -1.362 1.819
S -0.956 -1.631 2.134
O -0.444 -1.701 3.471
O -2.277 -2.149 1.895
N -0.794 -0.050 1.597
C -1.339 0.101 0.263
H -2.357 -0.296 0.200
H -0.702 -0.441 -0.435
H -1.339 1.152 -0.014
C -1.146 0.942 2.604
C -0.452 2.279 2.346
C -0.719 3.225 3.515
C -2.220 3.432 3.703
C -2.922 2.096 3.931
C -2.654 1.147 2.766
H -3.069 1.571 1.849
H -3.127 0.179 2.942
H -3.997 2.255 4.040
H -2.554 1.645 4.855
H -2.398 4.095 4.553
H -2.634 3.912 2.813
H -0.231 4.185 3.332
H -0.296 2.800 4.427
H 0.619 2.115 2.222
H -0.834 2.729 1.427
H -0.751 0.521 3.535
H -1.316 -3.624 0.105
H 0.259 -4.561 -1.598
H 3.462 -3.338 -3.809
O 2.262 -1.274 -4.400
H 0.225 0.925 -5.588
H 1.878 0.521 -6.160
H 1.523 3.620 -3.644
H 0.814 2.096 -3.031
```

Löwdin atomic charge list, values in e, 2 entries: number 1, C, carries -0.10; number 2, H, carries 0.09


Record 9
# C52H46BaBrN9O

C52H46BaBrN9O as an isolated structure in a non-equilibrium geometry (ωB97M-V/def2-TZVPD, the Open Molecules 2025 dataset).

Values from the calculation:
E_LUMO	0.06	eV
energy relative to the best compared isomer or geometry (same formula, charge and spin)	94.1	kcal per mole
total energy	-140867.4086	eV

Structure (XYZ):
```
110
C52H46BaBrN9O, DFT ωB97M-V/def2-TZVPD
Ba -0.702 -0.470 -0.311
Br -2.410 6.088 -2.569
C -1.623 4.365 -2.560
C -2.075 3.396 -3.459
C -1.538 2.129 -3.445
C -0.544 1.778 -2.506
O -0.170 0.531 -2.343
C -0.031 2.797 -1.667
C 1.137 2.459 -0.841
N 1.593 2.963 0.235
C 0.999 3.913 1.074
C 1.384 5.259 1.031
C 1.112 6.114 2.083
C 0.510 5.638 3.243
C 0.100 4.314 3.304
C -0.363 3.714 4.565
C -0.535 2.404 4.707
C -0.485 1.495 3.532
N -0.285 2.162 2.212
C 0.264 3.504 2.185
C -0.601 4.074 -1.688
H -2.866 3.647 -4.155
H -1.910 1.361 -4.112
H 1.741 1.638 -1.234
H 1.949 5.600 0.172
H 1.424 7.148 2.024
H 0.383 6.285 4.102
H -0.493 4.376 5.414
H -0.838 1.973 5.653
H -1.345 0.838 3.439
H -0.237 4.843 -1.021
C -4.441 3.515 -0.335
C -3.815 4.152 0.727
C -2.694 3.601 1.317
C -2.197 2.390 0.805
N -2.846 1.723 -0.193
C -3.907 2.301 -0.740
N -1.063 1.701 1.133
C 0.668 0.944 2.782
N 0.509 -0.229 2.052
C 1.691 -0.520 1.458
N 1.750 -1.486 0.577
C 2.792 -1.555 -0.350
C 3.387 -2.797 -0.611
C 4.364 -2.882 -1.578
C 4.726 -1.735 -2.279
C 4.071 -0.559 -1.965
N 3.121 -0.458 -1.032
C 2.758 0.404 1.993
C 4.123 0.472 1.802
C 4.831 1.445 2.505
C 4.185 2.320 3.370
C 2.807 2.246 3.564
C 2.118 1.278 2.862
H -5.303 3.930 -0.837
H -4.193 5.099 1.094
H -2.202 4.115 2.128
H -4.373 1.756 -1.556
H 3.071 -3.657 -0.036
H 4.841 -3.832 -1.785
H 5.485 -1.746 -3.048
H 4.313 0.356 -2.497
H 4.638 -0.194 1.126
H 5.903 1.526 2.377
H 4.760 3.068 3.901
H 2.310 2.928 4.240
C -4.571 -6.969 2.086
C -4.290 -5.734 2.937
C -3.520 -6.171 4.191
C -5.627 -5.110 3.354
C -3.461 -4.694 2.187
C -3.079 -3.513 2.823
C -2.338 -2.574 2.134
N -1.958 -2.740 0.866
C -2.311 -3.863 0.245
C -3.063 -4.853 0.866
C -1.834 -3.996 -1.176
C -1.614 -5.238 -1.744
C -1.142 -5.338 -3.054
C -0.924 -4.149 -3.733
C -1.161 -2.942 -3.086
N -1.602 -2.855 -1.837
C -0.900 -6.709 -3.683
C -0.098 -7.588 -2.715
C -2.259 -7.364 -3.959
C -0.124 -6.602 -4.995
H -5.135 -7.691 2.679
H -3.654 -7.461 1.754
H -5.168 -6.736 1.201
H -4.116 -6.890 4.758
H -3.302 -5.330 4.850
H -2.572 -6.645 3.930
H -6.238 -5.854 3.869
H -6.185 -4.749 2.489
H -5.484 -4.270 4.036
H -3.356 -3.316 3.850
H -2.006 -1.656 2.609
H -3.348 -5.732 0.307
H -1.784 -6.128 -1.155
H -0.552 -4.128 -4.746
H -0.965 -1.997 -3.584
H -0.677 -7.866 -1.832
H 0.808 -7.084 -2.374
H 0.196 -8.514 -3.214
H -2.848 -7.450 -3.044
H -2.116 -8.368 -4.365
H -2.839 -6.784 -4.679
H 0.838 -6.102 -4.859
H -0.679 -6.061 -5.762
H 0.072 -7.604 -5.381
```

Löwdin atomic charge list, values in e, 2 entries: number 1, Ba, carries 2.00; number 2, Br, carries 0.70